Entry 1:
48
Properties=species:S:1:pos:R:3:forces:R:3:mulliken_charge:R:1 method="wB97M-V/def2-TZVPD" e_homo_ha=-0.3876 orbital_gap_ev=8.15 multiplicity=1 charge=+1 lumo_energy_ha=-0.088
C -1.155 -2.321 -0.591 -0.432 0.062 0.090 -0.741
C -2.594 -2.405 -0.110 0.153 -0.120 0.002 -0.416
O -3.251 -1.199 -0.441 0.047 0.039 -0.082 -0.200
C -4.607 -1.179 -0.065 -0.229 0.101 -0.062 -0.722
C -5.142 0.240 -0.315 0.712 -0.210 0.095 0.387
O -6.529 0.268 -0.529 -0.347 -0.024 0.068 -0.558
H -6.750 -0.256 -1.308 0.059 0.090 0.055 0.363
C -4.902 1.146 0.910 -0.575 0.013 -0.457 -0.862
O -3.700 0.874 1.593 0.164 -0.146 0.176 -0.491
C -2.513 1.155 1.026 0.599 0.130 -0.013 0.477
C -2.319 1.913 -0.129 -0.290 -0.051 0.246 -0.379
C -1.044 2.126 -0.611 0.311 -0.161 0.124 -1.121
C 0.061 1.588 0.039 -0.513 -0.135 0.195 0.829
C -0.119 0.859 1.210 0.129 0.080 -0.010 -0.375
C -1.391 0.655 1.696 -0.377 0.138 -0.144 -0.703
H -1.547 0.091 2.601 -0.021 -0.082 0.122 0.446
H 0.730 0.453 1.734 -0.017 -0.011 0.034 0.358
N 1.334 1.820 -0.534 -0.005 0.320 -0.239 -0.057
C 2.482 1.210 -0.272 0.192 0.101 -0.334 0.757
O 2.644 0.303 0.551 -0.691 0.116 -0.151 -0.677
C 3.701 1.687 -1.054 -0.066 -0.103 0.297 -0.794
C 4.760 0.596 -1.019 -0.305 0.164 0.278 -0.760
H 5.735 0.993 -1.290 0.054 -0.106 0.055 0.519
H 4.492 -0.223 -1.685 0.108 -0.092 0.049 0.386
S 4.901 -0.106 0.682 1.367 -0.436 -0.501 0.389
C 6.705 -0.401 0.650 -0.309 0.063 0.059 -1.107
H 7.012 -0.934 -0.243 -0.019 -0.071 -0.136 0.395
H 7.210 0.558 0.706 -0.012 0.136 0.002 0.427
H 6.966 -0.979 1.531 -0.030 -0.066 0.114 0.422
C 4.419 -1.832 0.448 -0.268 0.137 0.169 -0.944
H 4.923 -2.251 -0.417 0.106 0.062 -0.077 0.380
H 4.703 -2.375 1.345 0.092 0.017 0.090 0.419
H 3.341 -1.865 0.335 0.016 0.041 -0.019 0.274
H 3.439 1.923 -2.086 0.050 0.022 0.013 0.423
H 4.074 2.598 -0.578 -0.012 0.015 -0.074 0.313
H 1.329 2.521 -1.265 0.192 -0.141 0.120 0.242
H -0.908 2.712 -1.509 -0.007 0.061 -0.124 0.328
H -3.153 2.340 -0.658 -0.114 0.020 -0.060 0.412
H -4.977 2.200 0.621 0.035 -0.042 0.084 0.313
H -5.694 0.930 1.631 0.092 0.062 -0.103 0.426
H -4.605 0.626 -1.195 -0.062 -0.058 0.124 0.176
H -4.723 -1.452 0.994 -0.020 -0.021 -0.061 0.301
H -5.181 -1.902 -0.668 0.022 0.093 0.065 0.425
H -2.626 -2.557 0.980 -0.038 -0.013 -0.084 0.306
H -3.107 -3.253 -0.587 0.021 0.068 0.092 0.382
H -1.136 -2.165 -1.666 0.045 -0.014 -0.132 0.299
H -0.635 -3.244 -0.353 0.102 -0.099 0.009 0.427
H -0.654 -1.486 -0.108 0.091 0.055 0.036 -0.093

Entry 2:
65
Properties=species:S:1:pos:R:3:forces:R:3:mulliken_charge:R:1 method="wB97M-V/def2-TZVPD" e_homo_ha="-0.2419 / -0.3370" orbital_gap_ev="6.59 / 9.22" multiplicity=3 lumo_energy_ha="0.000 / 0.002"
Ti 0.073 0.689 -1.074 0.342 0.161 -0.426 0.502
O -0.477 6.571 -2.932 -0.057 0.022 -0.002 -0.545
C -0.408 5.257 -2.619 -0.003 -0.043 0.018 1.106
C -1.543 4.506 -2.310 -0.037 0.077 -0.069 -0.577
C -1.368 3.177 -1.993 0.153 -0.015 0.023 -0.043
N -0.162 2.626 -1.983 0.023 -0.106 0.198 0.325
C 0.928 3.329 -2.282 -0.070 -0.112 0.022 0.227
C 0.855 4.664 -2.606 -0.026 0.059 -0.062 -0.774
C 2.200 2.499 -2.174 0.214 -0.137 0.011 0.186
O 3.279 3.016 -2.403 -0.026 0.046 0.013 -0.745
O 1.979 1.277 -1.815 -0.305 0.014 -0.003 -0.358
C -2.466 2.201 -1.597 -0.214 -0.164 0.118 0.261
O -3.627 2.564 -1.622 0.013 0.048 -0.015 -0.739
O -2.012 1.038 -1.261 0.363 0.035 0.068 -0.350
H -1.397 6.860 -2.926 0.059 -0.021 0.001 0.308
H -2.539 4.932 -2.309 -0.007 -0.024 0.000 0.459
H 1.746 5.229 -2.840 0.012 -0.023 -0.002 0.603
N -0.388 -1.004 0.531 -0.069 0.040 -0.063 -0.246
P -1.212 0.096 1.611 -0.119 0.093 0.303 -0.104
C -0.658 -0.566 3.235 -0.032 -0.005 -0.035 0.913
C -1.673 -0.872 4.140 0.005 0.008 -0.051 -0.605
C -1.379 -1.421 5.381 0.025 -0.009 0.014 -0.653
C -0.061 -1.675 5.728 -0.026 0.007 -0.011 -0.430
C 0.960 -1.375 4.835 0.015 0.003 -0.009 -0.987
C 0.664 -0.820 3.600 0.017 -0.003 0.046 0.050
C -0.076 1.517 1.336 0.029 0.112 0.061 0.805
C -0.649 2.800 1.373 0.018 0.018 0.034 -0.913
C 0.131 3.925 1.204 -0.028 0.039 0.006 -0.611
C 1.503 3.802 0.980 0.048 -0.103 -0.003 -0.721
C 2.088 2.551 0.930 -0.028 0.161 -0.028 -0.855
C 1.306 1.409 1.105 -0.229 -0.040 0.033 0.739
P -1.290 -2.011 -0.570 -0.174 -0.299 0.086 0.047
C -0.869 -3.686 0.060 0.005 0.040 -0.054 0.950
C 0.385 -4.081 0.525 -0.007 -0.037 0.015 -0.131
C 0.586 -5.363 1.010 0.028 0.034 -0.003 -0.904
C -0.464 -6.273 1.029 -0.012 0.009 -0.007 -0.425
C -1.714 -5.895 0.567 0.003 -0.014 0.004 -0.627
C -1.915 -4.606 0.090 0.024 0.044 -0.008 -0.562
C -0.155 -1.802 -1.996 0.066 0.024 -0.311 0.201
C 1.246 -1.771 -1.916 -0.088 0.013 0.173 0.617
C 2.027 -1.574 -3.043 -0.003 0.018 -0.020 -0.625
C 1.423 -1.401 -4.280 0.017 -0.004 0.033 -0.518
C 0.039 -1.405 -4.379 0.027 0.011 -0.061 -0.722
C -0.744 -1.598 -3.251 -0.077 0.040 0.093 -0.356
H 0.399 -1.469 0.974 0.101 0.073 -0.097 0.103
H -2.702 -0.679 3.860 -0.007 -0.008 0.022 0.394
H -2.177 -1.651 6.074 -0.008 0.004 -0.008 0.411
H 0.174 -2.104 6.693 -0.005 0.000 0.002 0.390
H 1.990 -1.565 5.108 0.000 0.003 -0.008 0.416
H 1.482 -0.572 2.935 -0.011 0.005 -0.012 0.241
H -1.719 2.893 1.521 -0.002 0.001 -0.007 0.339
H -0.326 4.907 1.225 -0.008 -0.011 0.003 0.489
H 2.111 4.683 0.825 -0.011 0.006 -0.001 0.381
H 3.144 2.455 0.718 0.000 -0.027 0.010 0.384
H 1.791 0.439 1.089 0.043 0.017 -0.003 0.137
H 1.227 -3.399 0.510 -0.008 -0.005 0.005 0.029
H 1.564 -5.655 1.370 -0.005 -0.005 0.000 0.406
H -0.303 -7.274 1.407 -0.006 -0.003 -0.002 0.383
H -2.535 -6.599 0.584 -0.003 0.004 -0.002 0.401
H -2.895 -4.300 -0.257 -0.012 -0.026 0.007 0.385
H 1.730 -1.877 -0.951 0.085 -0.047 -0.050 -0.041
H 3.102 -1.520 -2.950 0.000 -0.004 0.007 0.400
H 2.030 -1.234 -5.159 0.001 0.001 0.000 0.396
H -0.433 -1.241 -5.339 -0.019 -0.003 0.009 0.410
H -1.825 -1.576 -3.327 0.003 0.005 -0.004 0.374

Entry 3:
61
Properties=species:S:1:pos:R:3:forces:R:3:mulliken_charge:R:1 method="wB97M-V/def2-TZVPD" e_homo_ha=-0.1096 orbital_gap_ev=4.86 multiplicity=1 charge=-1 lumo_energy_ha=0.069
Sc 0.118 0.482 0.350 -1.002 0.061 0.066 0.247
O 0.666 -0.182 2.425 0.181 0.160 0.179 -0.406
C 1.755 -0.268 2.992 -0.247 -0.111 0.154 -0.302
C 3.046 -0.321 2.386 0.284 0.015 -0.192 0.848
C 4.160 -0.440 3.221 0.075 0.004 -0.102 -0.443
C 5.425 -0.533 2.687 -0.410 0.045 -0.128 -0.435
C 5.612 -0.508 1.286 -0.015 0.002 -0.007 -0.394
C 4.545 -0.397 0.453 0.120 -0.015 -0.029 -0.800
C 3.199 -0.296 0.949 -0.021 -0.033 0.048 0.375
O 2.228 -0.203 0.159 0.160 -0.055 -0.017 -0.415
N 6.557 -0.666 3.555 0.377 -0.082 0.393 1.002
O 6.370 -0.691 4.766 -0.041 0.020 -0.154 -0.651
O 7.670 -0.759 3.053 -0.128 0.026 -0.043 -0.656
H 1.753 -0.343 4.094 -0.003 -0.002 0.019 0.280
H 4.034 -0.462 4.296 -0.001 -0.003 0.021 0.484
H 6.619 -0.577 0.900 0.008 0.000 -0.009 0.469
H 4.673 -0.370 -0.621 -0.002 -0.001 0.002 0.437
Br 1.398 5.306 -0.814 -0.006 0.006 -0.018 -0.199
C 0.804 3.979 -2.025 0.087 -0.157 0.231 -0.405
C 0.574 4.330 -3.355 -0.061 -0.078 -0.195 -0.368
C 0.154 3.395 -4.263 0.042 0.150 0.024 -0.057
Br -0.138 3.931 -6.066 0.002 0.007 -0.003 -0.278
C -0.068 2.056 -3.873 0.011 -0.019 0.090 0.614
C -0.513 1.025 -4.726 -0.015 -0.143 0.105 -0.731
C -0.703 -0.233 -4.220 0.005 0.150 -0.163 -0.969
C -0.459 -0.468 -2.861 0.049 -0.018 0.220 -0.222
N -0.040 0.465 -2.038 -0.061 -0.114 -0.090 0.497
C 0.165 1.716 -2.518 0.011 0.136 -0.080 0.377
C 0.629 2.680 -1.541 -0.006 0.175 -0.090 0.717
O 0.845 2.311 -0.339 0.148 0.217 -0.025 -0.520
H 0.734 5.354 -3.661 -0.004 -0.002 -0.018 0.399
H -0.702 1.244 -5.768 -0.005 -0.007 -0.014 0.310
H -1.049 -1.041 -4.849 -0.004 -0.004 -0.002 0.419
H -0.627 -1.449 -2.434 0.005 0.004 0.011 0.356
C -2.039 -4.618 1.093 0.003 -0.011 0.005 -1.114
C -0.604 -4.375 0.616 -0.074 -0.188 0.122 -0.409
C -0.381 -2.970 0.322 -0.043 0.174 -0.211 0.246
N -0.274 -1.860 0.066 0.206 -0.020 0.118 0.126
H -2.193 -5.680 1.278 0.011 0.000 0.003 0.362
H -2.756 -4.286 0.344 -0.002 0.006 -0.001 0.316
H -2.235 -4.070 2.012 -0.010 0.010 -0.004 0.322
H -0.386 -4.944 -0.290 0.005 0.007 0.012 0.256
H 0.120 -4.680 1.373 -0.004 -0.010 -0.015 0.262
C -3.534 -0.592 -0.750 0.008 0.012 0.027 -0.662
C -3.973 0.410 0.275 0.054 0.136 0.069 0.880
C -5.313 0.645 0.531 0.002 -0.054 -0.054 -0.646
C -5.723 1.579 1.474 -0.139 0.062 0.075 -0.745
C -4.752 2.291 2.174 -0.037 -0.026 -0.020 -0.675
C -3.403 2.092 1.955 0.059 -0.190 -0.236 0.867
C -2.364 2.864 2.707 0.062 -0.026 -0.017 -1.233
C -2.959 1.134 0.980 -0.449 0.009 0.244 -0.158
N -1.669 0.906 0.752 0.851 -0.264 -0.300 -0.395
H -4.391 -1.091 -1.210 -0.021 0.004 -0.011 0.389
H -2.879 -1.345 -0.298 -0.031 0.024 -0.038 -0.201
H -2.939 -0.109 -1.533 -0.025 -0.030 0.020 0.006
H -6.059 0.082 -0.025 0.002 0.002 0.003 0.302
H -6.777 1.751 1.659 0.016 0.000 0.001 0.344
H -5.057 3.026 2.915 -0.004 0.003 0.007 0.298
H -2.819 3.512 3.458 -0.014 0.011 0.009 0.364
H -1.766 3.476 2.025 0.035 0.004 0.000 0.176
H -1.659 2.185 3.195 0.003 0.016 0.013 0.140